one | The following is a DFT calculation (ωB97M-V/def2-TZVPD) of a 2-piece molecular cluster, C2H8N2O2 overall.

Output
- E_HOMO: -9.12 eV
- Total charge: 0

```
14
Properties=species:S:1:pos:R:3:lowdin_charge:R:1
O 2.49783 -1.28624 -0.45710 0.066
C 2.94008 -1.69063 -1.49249 -0.389
O 3.99417 -2.53081 -1.58771 0.066
H 2.48504 -1.50772 -2.46432 0.135
H 4.48968 -2.40020 -0.75986 0.121
N -1.77262 1.41352 -0.43024 -0.016
C -2.40156 1.27650 0.85723 -0.382
N -1.73746 0.47214 1.91245 -0.018
H -1.44010 0.54951 -0.83900 0.055
H -0.89029 1.91825 -0.38484 0.061
H -3.38596 0.82156 0.75035 0.096
H -2.55324 2.28126 1.25179 0.103
H -0.91550 1.00776 2.19730 0.052
H -1.31008 -0.32490 1.44645 0.050
```

two | The following is a DFT calculation (ωB97M-V/def2-TZVPD) of a 2-piece molecular cluster, C2H8N2O2 overall.

Output
- E_HOMO: -9.29 eV
- Total charge: 0

```
14
Properties=species:S:1:pos:R:3:lowdin_charge:R:1
N 1.41348 -1.85315 -0.82742 0.114
C 2.41594 -1.10436 -1.31477 -0.440
O 2.69438 0.06018 -1.14279 0.017
H 0.97548 -2.58651 -1.35038 0.093
H 0.74980 -1.56323 -0.13358 0.074
H 2.94273 -1.75322 -2.05147 0.122
N -2.16067 1.76069 0.88416 -0.005
C -1.37222 0.58771 0.99943 -0.318
O -0.22849 0.60399 0.03961 -0.107
H -2.46723 2.08262 -0.02633 0.073
H -2.59486 2.24639 1.70789 0.099
H -1.83624 -0.32155 0.74446 0.085
H -0.92908 0.63066 2.01609 0.122
H 0.39699 1.20976 0.45512 0.071
```

three | The following is a DFT calculation (ωB97M-V/def2-TZVPD) of a 2-piece molecular cluster, C2H8N2O2 overall.

Output
- E_HOMO: -9.45 eV
- Total charge: 0

```
14
Properties=species:S:1:pos:R:3:lowdin_charge:R:1
N -1.35067 0.99098 -0.62489 -0.005
C -1.42620 0.18104 0.58466 -0.176
C -0.19421 -0.69870 0.78225 -0.548
N 0.46505 -1.04631 -0.34983 0.151
O 0.17126 -1.03388 1.88765 0.050
H -1.48123 1.97391 -0.46857 0.065
H -1.94669 0.79334 -1.41711 0.071
H -1.50920 0.85896 1.42385 0.116
H -2.30326 -0.46998 0.63688 0.121
H 0.25064 -0.79477 -1.28476 0.072
H 1.11706 -1.80787 -0.22995 0.116
O 2.20579 1.16842 -1.54382 -0.063
H 2.12491 0.27893 -1.89068 0.012
H 1.35093 1.60835 -1.57663 0.017
```

three takes first place; second place is 0.489 eV up.

one | The following is a DFT calculation (ωB97M-V/def2-TZVPD) of one molecule with the formula C2H8N2O2.

Output
- E_HOMO: -9.82 eV
- Total charge: 0

```
14
Properties=species:S:1:pos:R:3:lowdin_charge:R:1
C -1.63252 -0.53642 -0.25551 0.002
C -0.31139 0.19765 0.05594 -0.679
O -0.40522 1.48418 -0.52573 0.035
O -0.28277 0.36583 1.46208 0.032
N 0.80976 -0.49474 -0.47901 -0.048
N 2.07941 0.17928 -0.14301 0.020
H -2.10988 -0.91364 0.56333 0.032
H -2.43524 0.05415 -0.91391 0.135
H -1.46031 -1.37513 -0.95015 0.074
H 0.45056 1.68368 -0.78455 0.038
H -0.51759 1.14264 1.85628 0.050
H 0.68837 -1.51520 -0.17758 0.152
H 2.75190 -0.29713 -0.63215 0.021
H 2.37491 0.02486 0.92396 0.136
```

two | The following is a DFT calculation (ωB97M-V/def2-TZVPD) of a 2-piece molecular cluster, C2H8N2O2 overall.

Output
- E_HOMO: -8.22 eV
- Total charge: 0

```
14
Properties=species:S:1:pos:R:3:lowdin_charge:R:1
C 1.10701 -1.94053 0.06306 -0.314
C -0.35287 0.57085 -0.59118 -0.221
N -0.49049 2.19881 1.00984 0.024
N -1.11355 1.26062 0.26749 -0.125
O -1.02585 -0.15975 -1.52236 0.040
O 0.38851 -0.96187 0.69682 -0.303
H 1.50519 -1.56738 -0.97093 0.085
H 0.71041 -2.96963 -0.02975 0.063
H 2.07745 -2.00392 0.56687 0.051
H 0.67866 0.94129 -0.91135 0.181
H -0.23982 2.96049 0.34107 0.114
H 0.29308 1.65139 1.36594 0.089
H -1.72428 0.58953 0.78236 0.170
H -1.81342 -0.56990 -1.06789 0.146
```

one takes first place; second place is 2.151 eV up.

one | The following is a DFT calculation (ωB97M-V/def2-TZVPD) of a 2-piece molecular cluster, C2H8N2O2 overall.

Output
- E_HOMO: -9.56 eV
- Total charge: 0

```
14
Properties=species:S:1:pos:R:3:lowdin_charge:R:1
N 1.02591 0.67433 0.81084 0.007
C 0.79019 0.43515 -0.67973 -0.265
N -0.18182 -0.61208 -0.83602 -0.017
C 0.10850 -1.94824 -0.40957 -0.341
O 1.18308 -2.26291 -0.02815 0.029
H 1.80652 1.26640 1.04378 0.054
H 1.22283 -0.19219 1.22848 0.021
H 1.77097 0.01388 -1.07525 0.121
H 0.47443 1.40818 -1.25702 0.143
H -1.18810 -0.42311 -0.57778 0.116
H -0.62566 -2.76136 -0.33734 0.129
O -2.18200 1.41797 0.32791 -0.042
H -1.44993 1.83625 0.76784 0.020
H -2.75491 1.14773 1.02200 0.025
```

two | The following is a DFT calculation (ωB97M-V/def2-TZVPD) of a 2-piece molecular cluster, C2H8N2O2 overall.

Output
- E_HOMO (alpha / beta): -6.81 / -6.81 eV
- Total charge: 0

```
14
Properties=species:S:1:pos:R:3:lowdin_charge:R:1
C 3.16196 -0.09984 -0.36764 0.004
C -2.00649 -0.67619 -0.43050 -0.388
N -0.16787 0.55906 0.41676 -0.024
N -0.89770 0.18471 -0.68197 -0.162
O 2.23800 -0.23758 0.46180 -0.066
O -2.94414 -0.11955 0.51267 -0.119
H 3.62793 -0.85443 -0.94285 0.077
H 3.74363 0.81459 -0.17807 0.093
H -2.54298 -0.77483 -1.27358 0.055
H -1.92949 -1.70258 -0.14050 0.087
H 0.06929 1.58123 0.34500 0.152
H -0.65895 0.25748 1.31176 0.170
H 0.90699 0.26994 0.38511 0.055
H -2.60016 0.79797 0.58202 0.065
```

one takes first place; second place is 4.915 eV up.

one | The following is a DFT calculation (ωB97M-V/def2-TZVPD) of an isolated ion of composition C2H4N3O and charge +1.

Output
- E_HOMO: -16.60 eV
- Total charge: +1

```
10
Properties=species:S:1:pos:R:3:lowdin_charge:R:1
O -2.53908 -0.35810 -0.10057 0.096
N -0.97466 -0.65580 0.02218 0.068
C -0.35935 0.50222 0.07793 -0.063
N 0.97264 0.38292 0.05073 0.150
C 1.24470 -0.94559 0.13127 -0.149
N 0.25642 -1.70600 -0.02770 0.228
H -3.09741 -1.05274 0.26403 0.118
H -0.96675 1.47551 0.07426 0.207
H 1.64390 1.13362 -0.04086 0.189
H 2.11213 -1.53699 0.25684 0.156
```

two | The following is a DFT calculation (ωB97M-V/def2-TZVPD) of an isolated ion of composition C2H4N3O and charge +1.

Output
- E_HOMO (alpha / beta): -14.32 / -13.91 eV
- Total charge: +1

```
10
Properties=species:S:1:pos:R:3:lowdin_charge:R:1
C -0.69713 1.67150 0.01318 0.195
C -0.69385 -0.71531 -0.09661 -0.034
N 1.63977 0.22125 -0.29762 -0.005
N -1.26180 0.47591 -0.10205 -0.016
N 0.62423 -0.76412 0.14701 0.100
O 2.73873 0.05859 0.00239 0.176
H 0.22673 1.72750 0.53849 0.015
H -1.25283 -1.61047 -0.15150 0.156
H -2.33903 0.67796 -0.16092 0.223
H 1.01517 -1.74281 0.10763 0.189
```

three | The following is a DFT calculation (ωB97M-V/def2-TZVPD) of an isolated ion of composition C2H4N3O and charge +1.

Output
- E_HOMO (alpha / beta): -15.11 / -15.11 eV
- Total charge: +1

```
10
Properties=species:S:1:pos:R:3:lowdin_charge:R:1
O -1.05916 2.00132 -0.45934 0.102
N -0.03835 0.90121 -0.33018 0.008
N 1.44788 0.07476 -0.78375 0.308
C 1.21013 -0.95673 -0.10578 -0.148
C -0.08402 -1.20271 0.48662 0.043
N -0.65055 -0.00013 0.38676 0.061
H -0.72621 2.58855 -1.11849 0.109
H 1.94125 -1.64947 0.12718 0.128
H -0.58877 -2.14561 0.94255 0.192
H -1.45219 0.38882 0.85442 0.197
```

one takes first place; second place is 1.903 eV up.

one | The following is a DFT calculation (ωB97M-V/def2-TZVPD) of C2H9O3 as an isolated structure.

Output
- E_HOMO: -3.91 eV
- Total charge: -1

```
14
Properties=species:S:1:pos:R:3:lowdin_charge:R:1
C -0.39911 0.34548 -1.17836 -0.455
O 0.24342 -0.65777 -0.48573 -0.300
C 0.42245 1.66856 -1.23151 -0.124
H -1.40454 0.56458 -0.74631 0.093
H -0.52732 0.05726 -2.24277 0.078
H 0.15910 2.23574 -2.12814 0.042
H 1.46081 1.35037 -1.29739 0.056
H 0.26580 2.28302 -0.34593 0.050
H -1.27079 -2.01766 2.27274 0.017
H -0.51905 -2.12103 1.01180 -0.008
O -1.12084 -2.66042 1.55743 -0.118
H 1.54483 -0.36700 2.17558 -0.036
H 0.51173 -0.38997 0.75468 -0.037
O 0.63351 -0.29116 1.88391 -0.258
```

two | The following is a DFT calculation (ωB97M-V/def2-TZVPD) of a 3-piece molecular cluster, C2H9O3 overall.

Output
- E_HOMO: -4.11 eV
- Total charge: -1

```
14
Properties=species:S:1:pos:R:3:lowdin_charge:R:1
C -0.80675 0.53062 1.38872 -0.415
O -1.43012 -0.35068 0.52760 -0.162
C -1.64108 1.79570 1.73981 -0.120
H 0.13136 0.98179 1.01077 0.096
H -0.46849 0.00954 2.30166 0.096
H -1.93046 2.41771 0.87604 0.059
H -1.13810 2.46121 2.42843 0.046
H -2.62708 1.45658 2.06142 0.050
H 2.14402 -0.91066 -1.79110 -0.026
H 3.48228 -0.33895 -2.17343 0.004
O 2.76304 -0.84320 -2.55994 -0.126
H 0.44982 -1.29589 -1.60733 -0.083
H -0.65768 -0.58803 -0.14108 -0.016
O 0.61324 -0.99853 -0.70897 -0.403
```

three | The following is a DFT calculation (ωB97M-V/def2-TZVPD) of a 3-piece molecular cluster, C2H9O3 overall.

Output
- E_HOMO: -4.20 eV
- Total charge: -1

```
14
Properties=species:S:1:pos:R:3:lowdin_charge:R:1
C -1.03255 -0.05392 -1.51200 -0.369
O -0.12103 1.00274 -1.70226 -0.152
C -1.51242 -0.16520 -0.05965 -0.107
H -1.86470 0.09362 -2.21041 0.087
H -0.56086 -1.00277 -1.80928 0.096
H -1.56172 0.76647 0.48928 0.070
H -2.47566 -0.69729 -0.02026 0.053
H -0.84228 -0.87475 0.43046 0.059
H 1.53019 0.05221 1.73011 -0.041
H 2.13580 -1.17121 2.41463 -0.013
O 1.74363 -0.32893 2.66615 -0.190
H 2.40397 0.96543 0.39057 -0.075
H 0.61121 0.85099 -1.03947 -0.008
O 1.54643 0.56260 0.23212 -0.409
```

three takes first place; second place is 0.100 eV up.

one | The following is a DFT calculation (ωB97M-V/def2-TZVPD) of one molecule with the formula CH4NOP.

Output
- E_HOMO (alpha / beta): -8.35 / -8.54 eV
- Total charge: 0

```
8
Properties=species:S:1:pos:R:3:lowdin_charge:R:1
C 1.15083 0.38668 -0.54201 -0.170
N -0.96240 0.85546 0.95729 -0.225
O -0.51690 -1.54016 0.15332 -0.334
P -0.47381 0.08809 -0.27867 0.597
H 1.59215 1.16720 -1.10544 -0.008
H -1.41074 1.77853 1.05876 -0.002
H -1.17740 -2.25530 0.50722 0.126
H 1.79826 -0.48050 -0.75046 0.016
```

two | The following is a DFT calculation (ωB97M-V/def2-TZVPD) of one molecule with the formula CH4NOP.

Output
- E_HOMO: -9.43 eV
- Total charge: 0

```
8
Properties=species:S:1:pos:R:3:lowdin_charge:R:1
N 1.17714 0.58993 0.26835 0.087
C 0.31826 -0.32242 -0.21255 -0.812
O 0.71993 -1.40587 -0.75186 -0.086
P -1.48113 0.23184 -0.25053 0.822
H 2.14643 0.36000 0.10709 0.114
H 0.75275 1.46204 0.05015 0.057
H -2.19906 -1.03627 -0.38171 -0.082
H -1.43433 0.12074 1.17105 -0.100
```

two takes first place; second place is 2.482 eV up.